Entry 1:
The following is a DFT calculation (ωB97M-V with the def2-TZVPD basis set) of an isolated ion of composition C4H6NOS and charge -1.

Structure (XYZ):
```
13
Properties=species:S:1:pos:R:3:nbo_charge:R:1
C 1.427 0.913 -0.160 -0.105
C 0.521 1.887 -0.020 -0.519
C -0.998 -0.117 0.768 -0.434
C -1.276 -1.276 -0.158 -0.664
N 1.283 -0.358 0.271 -0.124
O 1.797 -1.440 -0.342 -0.606
S -1.117 1.484 0.158 0.272
H 2.274 1.227 -0.619 0.170
H 0.648 2.898 -0.453 0.200
H -0.592 -0.431 1.677 0.200
H -1.766 -2.137 0.400 0.171
H -0.312 -1.575 -0.528 0.252
H -1.889 -1.074 -0.994 0.187
```

Properties
LUMO (alpha / beta) (eV): 3.58 / 3.55
HOMO-LUMO gap (alpha / beta) (eV): 5.777 / 5.655
Total charge: -1
HOMO (alpha / beta) (eV): -2.2 / -2.1
Spin multiplicity: 1

---

Entry 2:
The following is a DFT calculation (ωB97M-V with the def2-TZVPD basis set) of one molecule with the formula C3H5NO2.

Structure (XYZ):
```
11
Properties=species:S:1:pos:R:3:nbo_charge:R:1
N -0.529 0.637 -1.367 -0.729
C -0.541 1.344 -0.319 0.424
O -0.031 0.955 0.850 -0.482
C 0.590 -0.332 0.982 -0.178
C 0.240 -1.432 -0.030 0.416
O -0.556 -2.296 0.246 -0.517
H -1.003 1.108 -2.133 0.365
H -0.961 2.347 -0.208 0.161
H 0.280 -0.698 1.962 0.213
H 1.676 -0.177 0.975 0.193
H 0.835 -1.456 -0.957 0.134
```

Properties
SMILES: [H]/N=C/OCC=O
LUMO (eV): 0.84
HOMO-LUMO gap (eV): 10.644
HOMO (eV): -9.8
Spin multiplicity: 1

---

Entry 3:
The following is a DFT calculation (ωB97M-V with the def2-TZVPD basis set) of an isolated ion of composition CH4O2PS and charge -1.

Structure (XYZ):
```
9
Properties=species:S:1:pos:R:3:nbo_charge:R:1
C -0.290 0.020 0.528 -0.927
O 2.137 1.516 0.927 -1.166
O 1.436 1.004 -1.510 -1.046
P 1.736 0.349 0.096 1.828
S 2.829 -1.278 0.111 -0.767
H -0.188 -0.064 1.629 0.204
H -0.624 1.052 0.409 0.201
H -0.972 -0.576 0.104 0.190
H 1.756 1.947 -1.608 0.482
```

Properties
SMILES: C[P@]([O-])(O)=S
LUMO (eV): 3.91
HOMO-LUMO gap (eV): 7.997
Total charge: -1
HOMO (eV): -4.1
Spin multiplicity: 1

---

For reference, relative energy (zero: lowest compared OMol25 entry of this formula, charge and spin) by record: 484.1; 177.0; 115.4 kJ/mol.